DFT (ωB97M-V/def2-TZVPD) results for 6 unconnected molecules or ions with the total composition C33H82BrN5O3.

Computed properties:
Spin multiplicity: 1
Total energy in Eh: -4378.70038
ΔE to the lowest compared entry with this formula, charge and spin in eV: 1.048
Molar mass in u: 676.96
HOMO energy in eV: -17.38
Total charge: +4
HOMO-LUMO gap in eV: 9.17

Last column: Löwdin charge in e.
Geometry (Å):
C (1.230, -4.241, 4.291)  -0.09
C (2.112, -4.813, 3.173)  -0.24
C (1.672, -4.338, 1.777)  -0.19
C (2.682, -4.922, 0.804)  -0.11
N (2.437, -4.546, -0.646)  -0.26
C (3.103, -5.455, -1.656)  -0.09
C (2.332, -5.312, -2.955)  -0.13
C (0.917, -5.005, -2.505)  -0.15
C (0.934, -4.686, -1.007)  -0.09
C (2.857, -3.128, -0.905)  0.00
H (0.191, -4.561, 4.134)  0.08
H (1.026, -3.166, 4.198)  0.05
H (1.592, -4.516, 5.274)  0.09
H (1.967, -5.891, 3.261)  0.12
H (3.156, -4.580, 3.382)  0.12
H (1.560, -3.254, 1.728)  0.11
H (0.693, -4.779, 1.580)  0.11
H (2.701, -6.008, 0.882)  0.15
H (3.704, -4.571, 0.948)  0.14
H (4.186, -5.402, -1.598)  0.15
H (2.806, -6.439, -1.269)  0.14
H (2.748, -4.417, -3.431)  0.11
H (2.415, -6.107, -3.687)  0.14
H (0.425, -4.206, -3.065)  0.12
H (0.246, -5.831, -2.760)  0.13
H (0.441, -3.747, -0.781)  0.10
H (0.612, -5.553, -0.438)  0.13
H (3.861, -2.998, -0.501)  0.11
H (2.156, -2.437, -0.428)  0.03
H (2.924, -2.901, -1.966)  0.10
C (-4.099, 5.410, 3.554)  -0.08
C (-2.791, 4.833, 3.016)  -0.26
C (-2.163, 3.645, 3.745)  -0.18
C (-0.727, 3.455, 3.282)  -0.14
N (0.059, 2.390, 4.034)  -0.25
C (1.484, 2.243, 3.499)  -0.07
C (1.556, 0.781, 3.054)  -0.18
C (0.559, 0.049, 3.899)  -0.15
C (-0.617, 1.038, 3.958)  -0.10
C (0.141, 2.805, 5.549)  0.08
H (-3.948, 5.831, 4.549)  0.09
H (-4.798, 4.605, 3.820)  0.08
H (-4.615, 6.042, 2.842)  0.08
H (-2.087, 5.667, 2.947)  0.12
H (-2.900, 4.441, 1.993)  0.09
H (-2.760, 2.737, 3.685)  0.12
H (-2.062, 3.939, 4.793)  0.11
H (-0.093, 4.340, 3.350)  0.14
H (-0.640, 3.165, 2.228)  0.13
H (2.198, 2.325, 4.315)  0.14
H (1.632, 2.938, 2.681)  0.13
H (2.537, 0.340, 3.245)  0.13
H (1.385, 0.787, 1.969)  0.04
H (0.936, -0.077, 4.918)  0.13
H (0.305, -0.953, 3.558)  0.10
H (-1.234, 0.840, 4.831)  0.14
H (-1.251, 0.988, 3.074)  0.12
H (-0.905, 2.769, 5.822)  0.09
H (0.536, 3.813, 5.518)  0.12
H (0.710, 2.032, 6.049)  0.11
C (-4.664, -2.619, 0.845)  0.02
N (-3.421, -2.555, 0.016)  -0.34
C (-3.423, -1.303, -0.798)  -0.02
C (-2.219, -2.553, 0.927)  -0.01
C (-3.402, -3.760, -0.925)  -0.07
C (-2.909, -5.074, -0.305)  -0.23
O (-3.585, -5.469, 0.859)  -0.03
H (-4.659, -3.506, 1.469)  0.10
H (-5.511, -2.641, 0.161)  0.12
H (-4.786, -1.757, 1.499)  0.12
H (-4.266, -1.347, -1.491)  0.12
H (-2.592, -1.450, -1.493)  0.07
H (-3.295, -0.386, -0.241)  0.10
H (-1.325, -2.440, 0.316)  0.03
H (-2.260, -3.463, 1.524)  0.10
H (-2.305, -1.760, 1.668)  0.10
H (-2.774, -3.512, -1.781)  0.14
H (-4.427, -3.839, -1.286)  0.14
H (-1.853, -4.983, -0.071)  0.10
H (-3.023, -5.824, -1.092)  0.14
H (-4.537, -5.514, 0.705)  0.11
C (2.929, 1.895, -4.112)  0.03
N (3.704, 2.116, -2.833)  -0.36
C (2.735, 2.740, -1.856)  0.00
C (4.142, 0.810, -2.201)  0.02
C (4.933, 2.966, -3.135)  -0.08
C (5.900, 2.358, -4.126)  -0.23
O (5.616, 2.902, -5.397)  -0.03
H (3.559, 1.719, -4.976)  0.11
H (2.424, 2.851, -4.270)  0.10
H (2.114, 1.212, -3.881)  0.11
H (2.331, 3.652, -2.288)  0.10
H (3.300, 2.886, -0.939)  0.11
H (1.905, 2.045, -1.708)  0.03
H (4.521, 0.084, -2.913)  0.10
H (3.256, 0.362, -1.750)  0.07
H (4.886, 1.115, -1.472)  0.12
H (5.344, 3.243, -2.164)  0.14
H (4.477, 3.894, -3.490)  0.15
H (5.857, 1.265, -4.123)  0.12
H (6.909, 2.578, -3.765)  0.14
H (6.086, 2.364, -6.049)  0.12
C (-1.424, 3.034, -1.469)  -0.01
N (-1.943, 3.589, -2.777)  -0.35
C (-0.925, 4.439, -3.464)  0.01
C (-2.333, 2.439, -3.686)  0.04
C (-3.126, 4.502, -2.522)  -0.10
C (-4.130, 4.113, -1.465)  -0.20
O (-4.710, 2.851, -1.828)  -0.06
H (-0.490, 2.541, -1.711)  0.03
H (-2.186, 2.316, -1.173)  0.08
H (-1.404, 3.779, -0.677)  0.11
H (-0.048, 3.835, -3.701)  0.09
H (-0.627, 5.230, -2.782)  0.12
H (-1.345, 4.811, -4.395)  0.12
H (-1.489, 1.760, -3.801)  0.11
H (-2.563, 2.873, -4.654)  0.12
H (-3.138, 1.936, -3.165)  0.09
H (-3.624, 4.560, -3.491)  0.15
H (-2.786, 5.512, -2.284)  0.15
H (-4.948, 4.834, -1.555)  0.14
H (-3.757, 4.160, -0.442)  0.11
H (-4.945, 2.352, -1.039)  0.10
Br (0.215, -0.177, -0.590)  -0.29